C39H63F5N9O7 | wB97M-V/def2-TZVPD

Summary:
HOMO energy ... -5.32 eV
E ... -3042.6306 hartree
Total charge ... -1

```
123
Properties=species:S:1:pos:R:3:forces:R:3
F -2.102899 -2.468708 -1.450669 -0.2 0.0 -0.4
F -4.447276 0.454663 1.766972 -0.2 0.2 -0.4
F -0.395418 -1.835814 -0.313898 0.4 0.1 0.0
F -2.089261 -2.678807 0.691736 0.0 -0.1 0.2
F -0.473614 -0.812014 2.252085 -0.1 -0.5 0.1
O -0.654060 1.309464 1.793427 -0.2 -0.6 -0.1
O -0.744377 -0.529798 -2.925298 0.0 0.2 0.1
O -3.392847 0.015629 -3.553603 0.4 0.5 0.0
O -3.503557 -1.242179 2.744912 0.2 0.6 -0.3
O 2.776278 0.334155 -3.401710 -0.2 0.4 0.0
O 4.926496 0.485148 -0.495504 0.0 -0.1 -0.2
O -4.613098 -0.610534 -1.782566 -0.2 -0.2 0.4
N 11.061307 4.555644 -5.798271 0.4 0.1 -0.1
N -2.351499 -0.084003 1.084903 0.4 -0.2 0.3
N -13.628307 -8.758404 3.134339 0.0 -0.1 0.0
N 2.791240 2.452630 3.750257 0.1 0.2 0.0
N -4.755695 2.662099 -1.984627 -0.4 0.0 0.4
N -2.366073 -0.630095 -0.187656 -0.4 0.6 -0.4
N 4.995007 3.652569 -3.366903 0.0 0.2 -0.1
N -7.529090 -1.099062 8.320288 0.0 0.1 0.1
N -8.504670 -5.086320 0.535760 0.0 0.1 0.0
C -1.754211 -1.875969 -0.336746 -0.2 -0.6 0.5
C -1.117122 0.216715 1.720936 0.3 1.4 -0.2
C 1.386457 0.536930 -3.616411 0.0 -0.6 -0.3
C 5.483837 -0.208729 4.312906 0.0 0.0 0.1
C -2.471494 0.273624 -1.351342 0.3 1.1 -1.0
C -5.689916 -0.803968 5.362209 -0.1 0.2 -0.2
C 0.640163 -0.671739 -3.046204 0.2 0.1 -0.2
C -6.622609 0.287032 4.849267 0.0 0.0 0.1
C 14.411507 5.250621 -4.073100 -0.1 0.0 0.0
C -11.348362 -6.391144 1.133163 -0.3 -0.1 0.0
C -3.496787 2.547470 -1.970834 -0.2 0.2 -0.5
C 5.210170 2.850528 0.003821 -0.1 -0.5 -0.1
C -5.217210 -3.201950 -0.228358 -0.1 -0.2 0.3
C -6.058675 -4.954714 1.436164 0.2 0.2 0.2
C -3.441967 -0.378791 1.922728 -0.1 -1.2 0.8
C 12.558243 3.507917 -3.936456 0.0 0.0 0.3
C 6.057173 3.220782 -3.398895 0.0 -0.1 -0.2
C -7.427156 -5.031838 0.928206 0.1 -0.1 0.0
C -2.905260 1.682730 -0.880464 0.1 0.0 -0.2
C -7.048922 -1.462447 7.343420 -0.1 -0.1 -0.1
C -5.428178 -3.570226 1.236856 0.1 0.1 -0.3
C 11.723327 4.091617 -4.984258 0.1 -0.1 0.0
C -1.104895 0.492502 -2.021039 0.4 -0.8 0.7
C -13.100575 -6.207582 2.978149 -0.1 0.3 -0.2
C 13.374297 4.567160 -3.189262 0.2 0.1 -0.1
C 8.118780 3.781462 -5.614191 -0.2 0.1 0.0
C 3.279005 0.963669 -2.250876 0.6 -0.2 0.6
C 4.526861 1.529696 0.376566 0.4 0.5 0.1
C -6.428332 -1.923907 6.102070 0.3 0.0 -0.1
C 4.484781 -0.078125 5.457384 0.2 -0.1 -0.1
C 2.907724 1.450364 4.295408 -0.1 -0.1 -0.1
C 7.401288 2.654119 -3.441071 0.3 0.1 0.1
C -2.631787 3.286906 -2.956784 0.4 -0.4 0.0
C 3.850858 -0.051189 -1.260013 0.1 0.3 0.4
C -12.676948 -5.783655 1.567669 0.2 -0.1 -0.2
C 8.407551 3.580320 -4.132896 0.0 0.1 -0.2
C 3.052334 0.163995 4.972939 0.1 -0.1 0.3
C -3.604926 -0.169893 -2.349022 -0.4 -0.7 -0.2
C -13.392874 -7.637318 3.068291 0.1 0.1 0.1
H -13.456951 -6.051828 0.852179 -0.1 0.0 0.1
H 6.080724 3.000061 0.630747 0.2 0.2 0.1
H -4.725109 -2.237006 -0.325819 -0.1 0.1 -0.1
H 5.199307 -1.013500 3.632914 0.0 0.0 0.0
H 12.705222 5.316428 -2.763332 -0.1 -0.1 0.0
H -12.317958 -5.955430 3.695525 0.0 -0.1 0.0
H 4.792874 0.731374 6.121509 -0.1 0.0 0.0
H 1.240224 0.566687 -4.691330 -0.1 0.1 -0.2
H 0.801458 -1.492940 -3.736063 0.0 -0.3 -0.1
H 1.127386 -0.955671 -2.106284 -0.1 0.1 0.3
H -0.367094 0.471320 -1.204275 0.1 0.3 0.1
H -4.596822 -3.947621 -0.731212 0.0 0.0 0.0
H 4.842965 1.278365 1.385799 -0.1 -0.3 0.2
H 7.720727 2.460056 -2.414528 -0.1 0.0 0.0
H 4.495239 -0.995675 6.048726 -0.1 0.0 0.0
H -4.935018 -0.362612 6.016042 0.0 -0.1 0.0
H 3.447834 1.642351 0.397204 -0.2 -0.1 -0.1
H -2.042836 2.200852 -0.460814 0.1 0.1 0.3
H -5.450882 -5.715382 0.943332 -0.1 0.0 -0.1
H -12.591306 -4.695700 1.550685 -0.1 0.0 0.1
H -3.693447 1.621776 -0.148369 -0.1 -0.2 0.2
H -7.194207 -2.357735 5.456771 -0.1 0.0 0.0
H 5.539804 2.781932 -1.026858 -0.1 0.1 0.0
H 15.095839 4.521304 -4.510421 0.0 0.0 0.0
H -13.994161 -5.656068 3.276354 0.0 -0.1 0.1
H -6.061012 1.030332 4.284517 0.0 0.0 0.0
H 9.400420 3.144644 -4.019812 0.0 -0.1 0.1
H 1.051123 1.487811 -3.214445 0.0 0.1 0.2
H -4.464520 -3.564165 1.747459 0.0 -0.1 0.1
H 2.534806 1.557711 -1.721770 -0.3 0.1 -0.2
H -6.077264 -5.202872 2.500086 -0.1 -0.1 0.0
H 13.221526 2.763025 -4.379162 0.0 0.0 -0.1
H 8.425797 4.549025 -3.628993 0.0 0.0 0.1
H 13.880025 4.081190 -2.353208 -0.1 -0.1 0.0
H -11.061758 -6.018152 0.153796 0.1 0.0 0.0
H -6.048321 -2.810187 1.719314 0.0 -0.1 0.1
H -5.053584 3.262844 -2.748804 0.0 0.0 -0.1
H 6.478607 -0.431440 4.699421 0.0 0.0 0.0
H -5.160939 -1.242258 4.516942 0.0 -0.1 0.0
H 4.088898 1.640432 -2.510324 0.0 0.0 -0.2
H 8.097135 2.824021 -6.139966 0.0 0.0 0.0
H -7.125053 0.801783 5.670669 0.0 0.0 0.0
H 4.538616 3.694427 0.100216 -0.1 0.2 0.1
H -2.125508 2.604677 -3.632464 0.0 -0.2 -0.1
H -3.231262 3.935858 -3.580499 -0.2 0.3 0.0
H 15.001702 5.956752 -3.489587 0.0 0.0 0.0
H -11.411809 -7.480067 1.072080 0.0 0.0 0.0
H -6.165154 -3.128759 -0.762375 0.0 0.0 0.0
H 3.083378 -0.368744 -0.553334 -0.2 -0.3 -0.1
H -10.552515 -6.132271 1.828516 0.0 0.0 0.0
H -7.385230 -0.128453 4.188172 0.0 0.0 0.0
H 2.743586 -0.633651 4.295099 0.0 0.1 -0.1
H 4.245154 -0.910596 -1.785907 0.0 -0.2 -0.2
H -1.860973 3.861263 -2.447433 0.1 0.2 0.1
H 7.154445 4.272701 -5.759282 0.0 -0.1 0.0
H 13.938617 5.804372 -4.885284 0.0 0.0 0.0
H 8.885113 4.401446 -6.076809 -0.2 -0.1 0.1
H 11.911791 2.978863 -3.233421 -0.1 0.0 -0.1
H -1.028455 1.476047 -2.464744 -0.2 0.1 -0.3
H 2.366922 0.140785 5.821601 -0.1 0.1 0.0
H 5.550304 0.715524 3.737087 0.0 0.0 0.0
H 7.365893 1.688551 -3.948504 -0.1 0.0 0.0
H -5.728444 -2.725235 6.345193 0.0 0.0 0.1
```
Positions in Å, forces in eV/Å.